[1]
C17H36N2O13 | wB97M-V/def2-TZVPD

The orbital gap (spin up / spin down) is 8.73 / 2.50 eV. The value obtained for the largest force on an atom is 6.24 eV/A. Its HOMO energy (spin up / spin down) is -0.4409 / -0.4409 Ha. The calculation puts the total energy at -1756.56380 Ha.

```
! RIJCOSX wB97M-V def2-TZVPD def2/J DEFGRID3
* xyz 1 2
C -2.2954 3.6842 -1.3381
C -0.7144 3.6283 -1.1934
O -0.0098 3.4929 -2.4366
C 0.0444 4.5767 -3.1788
O -0.5828 5.5993 -3.0307
O 0.7993 4.3186 -4.2525
C 1.0627 5.4284 -5.1682
H -2.6337 4.6421 -1.7331
H -2.6292 3.7170 -0.3010
H -2.7222 2.8481 -1.8921
H -0.4814 2.7081 -0.6577
H -0.4977 4.3603 -0.4154
H 0.1738 6.0396 -5.3247
H 1.2255 4.9982 -6.1564
H 1.8377 6.0763 -4.7587
C 0.0808 -2.1777 -2.2436
C 1.5563 -2.4660 -2.3234
O 2.1322 -2.2061 -3.6440
C 1.8952 -2.9121 -4.7936
O 2.5843 -2.7857 -5.7910
O 0.8947 -3.8349 -4.6462
C 0.6919 -4.8657 -5.6062
H -0.2040 -2.2151 -1.1921
H -0.4047 -3.1332 -2.4423
H -0.4763 -1.3591 -2.6994
H 1.6291 -3.5437 -2.1768
H 2.1146 -2.0219 -1.4993
H 0.3794 -4.3640 -6.5220
H -0.0535 -5.6594 -5.5549
H 1.6637 -5.3276 -5.7804
C -3.5822 -0.1643 0.2342
C -2.4925 -1.2071 0.1580
O -2.5440 -1.8274 1.4571
C -1.7504 -2.9209 1.7928
O -0.8366 -3.4319 1.1355
O -2.1881 -3.3792 2.9626
C -1.5795 -4.3258 3.8071
H -3.3108 0.4003 -0.6578
H -3.4414 0.4766 1.1046
H -4.5824 -0.5880 0.1435
H -1.6208 -0.6053 -0.0988
H -2.7010 -1.9093 -0.6492
H -1.9329 -5.3466 3.6617
H -1.9861 -4.1215 4.7975
H -0.4937 -4.3918 3.8767
C 1.1887 0.6869 0.5573
C 0.5034 0.4304 1.9283
O 0.8871 1.3944 2.8318
C 0.4445 2.7331 2.7258
O -0.4193 3.2109 1.9919
O 1.0452 3.4383 3.7187
C 0.9420 4.7994 3.8631
H 1.1133 -0.1306 -0.1597
H 2.2666 0.8462 0.5839
H 0.8132 1.6484 0.2071
H 0.6373 -0.5785 2.3186
H -0.5426 0.5242 1.6364
H -0.0657 5.0463 4.1973
H 0.8721 5.3516 2.9259
H 1.7022 5.1489 4.5618
C 1.6399 -2.3994 4.8019
O 0.7524 -2.5244 3.9593
N 2.5064 -1.3690 4.7920
N 1.9208 -3.1562 5.7605
H 2.5303 -0.7008 4.0351
H 3.1524 -1.2820 5.5636
H 1.3242 -3.9549 5.9224
H 2.7676 -3.0661 6.3037
*
```

Atom charges from the natural (NBO) analysis, given in e for atoms 1 to 8: number 1, C, carries -0.637; number 2, C, carries -0.076; number 3, O, carries -0.488; number 4, C, carries 0.983; number 5, O, carries -0.645; number 6, O, carries -0.506; number 7, C, carries -0.263; number 8, H, carries 0.236



[2]
C2H2F2OS | wB97M-V/def2-TZVPD

The relative energy (zero: lowest compared OMol25 entry of this formula, charge and spin) comes out at 356.7 kJ/mol. The orbital gap (spin up / spin down) is 7.39 / 7.43 eV. The value obtained for the largest force on an atom is 3.00 eV/A. Its HOMO energy (spin up / spin down) is -0.3652 / -0.3663 Ha. The calculation puts the total energy at -750.41985 Ha.

```
! RIJCOSX wB97M-V def2-TZVPD def2/J DEFGRID3
* xyz 0 1
C -1.1720 -0.7470 0.7532
C 0.0665 -0.0262 0.1245
O -1.2257 -1.9260 0.7505
F -1.5945 0.7205 -1.4835
F 0.2791 1.2591 0.1730
S 1.0267 -1.0585 -0.8018
H -2.0238 -0.1658 1.0303
H 1.3486 0.0097 -1.5789
*
```

Taken from the natural (NBO) analysis, the atomic charges in e are: number 1, C, carries 0.364; number 2, C, carries 0.401; number 3, O, carries -0.456; number 4, F, carries -0.732; number 5, F, carries -0.232; number 6, S, carries 0.283; number 7, H, carries 0.187; number 8, H, carries 0.184



[3]
C23H66F3N5O13S | wB97M-V/def2-TZVPD

The relative energy (zero: lowest compared OMol25 entry of this formula, charge and spin) comes out at 47.5 kJ/mol. The orbital gap (spin up / spin down) is 8.20 / 2.98 eV. The value obtained for the largest force on an atom is 4.14 eV/A. Its HOMO energy (spin up / spin down) is -0.3971 / -0.3971 Ha. The calculation puts the total energy at -2865.04782 Ha.

```
! RIJCOSX wB97M-V def2-TZVPD def2/J DEFGRID3
* xyz 1 2
N -5.2782 -1.2548 1.2588
H -4.3341 -1.3388 0.9100
H -5.8402 -1.0168 0.4541
H -5.2533 -0.6467 2.0648
H -5.5350 -2.1834 1.5620
C -1.0938 0.1015 0.1209
F 0.0518 0.2403 -0.5583
F -0.8821 0.3426 1.4234
F -2.0161 1.0171 -0.4782
S -1.5946 -1.7806 -0.1808
O -2.0063 -1.7863 -1.5780
O -0.4030 -2.5881 -0.0404
O -2.6903 -2.1252 0.7942
C -5.5562 -1.7830 -2.4715
C -5.3182 -2.7513 -3.5857
O -4.2993 -3.6693 -3.2758
O -6.4596 -2.3190 -1.5547
H -6.0644 -0.8991 -2.8570
H -4.6620 -1.4568 -1.9404
H -4.8403 -2.1510 -4.3598
H -6.1238 -3.3190 -4.0513
H -3.4737 -3.2077 -3.1118
H -6.1529 -3.2090 -1.3666
C 0.4533 2.0100 5.7941
C 1.2507 2.1926 4.4547
O 0.7738 1.7521 3.1695
O -0.9262 2.0462 5.5813
H 0.7335 2.6340 6.6427
H 0.5795 0.9830 6.1369
H 2.2265 1.7432 4.6389
H 1.4087 3.2540 4.2634
H 0.4839 0.8400 3.2452
H -1.1902 2.9106 5.9049
C 2.1575 -4.5200 0.5100
C 2.1267 -4.2310 -1.0092
O 1.8410 -2.8796 -1.3408
O 0.8363 -4.6070 0.9510
H 2.5921 -3.7046 1.0882
H 2.7734 -5.3523 0.8506
H 1.4093 -4.8553 -1.5418
H 3.0605 -4.4043 -1.5441
H 1.0326 -2.5764 -0.9212
H 0.3772 -3.7838 0.7688
C -2.6427 -0.6862 5.5512
C -2.2547 -0.7919 4.0603
C -1.0621 -1.6195 3.7292
O 0.0967 -1.3886 4.6405
C 1.2038 -2.1868 4.1949
N -3.3960 -1.4426 3.3044
H -2.9425 -1.6828 5.8754
H -3.4289 0.0187 5.8217
H -1.7404 -0.4737 6.1246
H -2.1757 0.2258 3.6780
H -0.7111 -1.4821 2.7064
H -1.2960 -2.6839 3.7466
H 2.0268 -2.0321 4.8926
H 1.6472 -1.8282 3.2659
H 1.0120 -3.2563 4.2816
H -3.0777 -1.9186 2.4725
H -3.8057 -2.1630 3.8817
C 7.0959 2.4973 -1.9658
C 6.6220 1.0679 -1.7439
C 5.0992 0.7140 -1.8708
O 4.3838 1.4367 -0.9750
C 2.9111 1.2284 -1.0329
N 7.3481 0.2056 -2.7010
H 8.1214 2.7265 -1.6764
H 6.3125 3.0678 -1.4668
H 7.0032 2.6074 -3.0462
H 6.8832 0.8495 -0.7085
H 4.9704 -0.3456 -1.6502
H 4.8315 0.9222 -2.9067
H 2.5271 1.2685 -2.0523
H 2.3281 1.9483 -0.4585
H 2.5362 0.3424 -0.5205
H 8.3180 0.4719 -2.6094
H 7.3734 -0.7126 -2.2811
C -1.3173 -2.3978 -5.8617
C -1.0217 -1.8633 -4.4471
C 0.2227 -0.9960 -4.2410
O 0.2944 0.0117 -5.2380
C 1.1133 -0.4621 -6.2817
N -2.2501 -1.1341 -4.1397
H -0.5009 -3.0460 -6.1801
H -1.4805 -1.6670 -6.6537
H -2.2220 -3.0018 -5.7920
H -0.9969 -2.6950 -3.7430
H 1.0664 -1.6830 -4.3070
H 0.0766 -0.4261 -3.3234
H 1.0825 0.4248 -6.9145
H 0.6867 -1.2309 -6.9259
H 2.1374 -0.6588 -5.9643
H -2.3739 -1.2423 -3.1431
H -2.1829 -0.1368 -4.2842
C -0.7838 3.6756 0.5336
C -0.6786 5.0502 1.2442
C 0.5652 5.7866 0.7934
O 1.7452 5.1226 1.1506
C 2.1365 5.4390 2.4968
N -1.8880 5.6463 0.8154
H -1.4602 3.0676 1.1344
H 0.1211 3.0802 0.4115
H -1.2679 3.7828 -0.4371
H -0.7058 4.8638 2.3178
H 0.6181 6.8661 0.9347
H 0.5540 5.7423 -0.2956
H 3.0245 4.8503 2.7270
H 1.2815 5.3635 3.1686
H 2.4144 6.4920 2.5422
H -2.4872 4.8476 0.6631
H -1.8155 5.9566 -0.1431
*
```

Atom charges from the Löwdin analysis, given in e for atoms 1 to 8: number 1, N, carries 0.307; number 2, H, carries 0.056; number 3, H, carries 0.122; number 4, H, carries 0.125; number 5, H, carries 0.146; number 6, C, carries -0.488; number 7, F, carries 0.120; number 8, F, carries 0.134



[4]
C10H14BNO2 | wB97M-V/def2-TZVPD

As for the structure (SMILES): CC(C)OB1Nc2ccccc2CO1. The relative energy (zero: lowest compared OMol25 entry of this formula, charge and spin) comes out at 0.0 kJ/mol. The orbital gap is 8.70 eV. The value obtained for the largest force on an atom is 7.58 eV/A. Its HOMO energy is -0.2960 Ha. The calculation puts the total energy at -619.61071 Ha.

```
! RIJCOSX wB97M-V def2-TZVPD def2/J DEFGRID3
* xyz 0 1
C 2.4117 0.5400 3.5840
C 1.6331 -0.0435 2.4131
C 0.5708 -0.9448 2.9878
O 1.1024 1.0381 1.6076
B 0.4452 0.9767 0.3415
N 0.0510 -0.3657 -0.1778
C -0.7742 -0.3746 -1.3115
C -1.0541 -1.6250 -1.8334
C -1.6081 -1.7179 -3.0872
C -2.0436 -0.5447 -3.7470
C -1.6885 0.6481 -3.2596
C -1.0485 0.7547 -2.0330
C -0.7144 2.0599 -1.3638
O 0.0996 2.0472 -0.2389
H 3.1268 -0.2273 3.9515
H 3.0231 1.4155 3.2112
H 1.7407 0.8681 4.3892
H 2.2349 -0.8180 1.7995
H -0.4204 -0.6844 2.3792
H 0.3329 -0.7237 3.9884
H 0.9365 -2.0699 2.8417
H 0.4970 -1.2157 0.0838
H -0.8917 -2.5342 -1.3063
H -1.7602 -2.6239 -3.5639
H -2.3112 -0.6460 -4.7066
H -1.8908 1.4722 -3.8504
H -0.3242 2.8268 -2.0459
H -1.6758 2.5121 -1.0532
*
```

Atom charges from the natural (NBO) analysis, given in e for atoms 1 to 8: number 1, C, carries -0.623; number 2, C, carries 0.100; number 3, C, carries -0.637; number 4, O, carries -0.724; number 5, B, carries 1.202; number 6, N, carries -0.872; number 7, C, carries 0.186; number 8, C, carries -0.250



What did the first record say?
C17H36N2O13 | wB97M-V/def2-TZVPD

The orbital gap (spin up / spin down) is 8.73 / 2.50 eV. The value obtained for the largest force on an atom is 6.24 eV/A. Its HOMO energy (spin up / spin down) is -0.4409 / -0.4409 Ha. The calculation puts the total energy at -1756.56380 Ha.

```
! RIJCOSX wB97M-V def2-TZVPD def2/J DEFGRID3
* xyz 1 2
C -2.2954 3.6842 -1.3381
C -0.7144 3.6283 -1.1934
O -0.0098 3.4929 -2.4366
C 0.0444 4.5767 -3.1788
O -0.5828 5.5993 -3.0307
O 0.7993 4.3186 -4.2525
C 1.0627 5.4284 -5.1682
H -2.6337 4.6421 -1.7331
H -2.6292 3.7170 -0.3010
H -2.7222 2.8481 -1.8921
H -0.4814 2.7081 -0.6577
H -0.4977 4.3603 -0.4154
H 0.1738 6.0396 -5.3247
H 1.2255 4.9982 -6.1564
H 1.8377 6.0763 -4.7587
C 0.0808 -2.1777 -2.2436
C 1.5563 -2.4660 -2.3234
O 2.1322 -2.2061 -3.6440
C 1.8952 -2.9121 -4.7936
O 2.5843 -2.7857 -5.7910
O 0.8947 -3.8349 -4.6462
C 0.6919 -4.8657 -5.6062
H -0.2040 -2.2151 -1.1921
H -0.4047 -3.1332 -2.4423
H -0.4763 -1.3591 -2.6994
H 1.6291 -3.5437 -2.1768
H 2.1146 -2.0219 -1.4993
H 0.3794 -4.3640 -6.5220
H -0.0535 -5.6594 -5.5549
H 1.6637 -5.3276 -5.7804
C -3.5822 -0.1643 0.2342
C -2.4925 -1.2071 0.1580
O -2.5440 -1.8274 1.4571
C -1.7504 -2.9209 1.7928
O -0.8366 -3.4319 1.1355
O -2.1881 -3.3792 2.9626
C -1.5795 -4.3258 3.8071
H -3.3108 0.4003 -0.6578
H -3.4414 0.4766 1.1046
H -4.5824 -0.5880 0.1435
H -1.6208 -0.6053 -0.0988
H -2.7010 -1.9093 -0.6492
H -1.9329 -5.3466 3.6617
H -1.9861 -4.1215 4.7975
H -0.4937 -4.3918 3.8767
C 1.1887 0.6869 0.5573
C 0.5034 0.4304 1.9283
O 0.8871 1.3944 2.8318
C 0.4445 2.7331 2.7258
O -0.4193 3.2109 1.9919
O 1.0452 3.4383 3.7187
C 0.9420 4.7994 3.8631
H 1.1133 -0.1306 -0.1597
H 2.2666 0.8462 0.5839
H 0.8132 1.6484 0.2071
H 0.6373 -0.5785 2.3186
H -0.5426 0.5242 1.6364
H -0.0657 5.0463 4.1973
H 0.8721 5.3516 2.9259
H 1.7022 5.1489 4.5618
C 1.6399 -2.3994 4.8019
O 0.7524 -2.5244 3.9593
N 2.5064 -1.3690 4.7920
N 1.9208 -3.1562 5.7605
H 2.5303 -0.7008 4.0351
H 3.1524 -1.2820 5.5636
H 1.3242 -3.9549 5.9224
H 2.7676 -3.0661 6.3037
*
```

Atom charges from the natural (NBO) analysis, given in e for atoms 1 to 8: number 1, C, carries -0.637; number 2, C, carries -0.076; number 3, O, carries -0.488; number 4, C, carries 0.983; number 5, O, carries -0.645; number 6, O, carries -0.506; number 7, C, carries -0.263; number 8, H, carries 0.236